Record 1
C5H11NO in the gas phase in a non-equilibrium geometry. Source: the OMol25 dataset; level of theory: the ωB97M-V functional and the def2-TZVPD basis.

Each line ends with the natural charge from an NBO analysis.
Geometry (Å):
C 1.04 0.68 -1.76  -0.6651
C 1.55 -0.31 -0.77  -0.0092
N 0.89 -0.81 0.21  0.1010
O 1.33 -1.76 0.96  -0.5822
C -0.51 -0.47 0.95  -0.0129
C -0.41 0.96 1.45  -0.6283
C -1.65 -0.75 -0.01  -0.6315
H 1.81 0.90 -2.49  0.2316
H 0.75 1.62 -1.28  0.2189
H 0.17 0.31 -2.30  0.2225
H 2.58 -0.63 -0.83  0.2132
H -0.57 -1.14 1.81  0.2424
H -0.39 1.67 0.63  0.2024
H 0.48 1.08 2.06  0.2274
H -1.29 1.17 2.06  0.2181
H -1.51 -1.72 -0.48  0.2280
H -1.73 0.02 -0.77  0.2040
H -2.57 -0.80 0.57  0.2198

E_LUMO = 0.0336 Ha

***

Record 2
A molecular structure, C5H11NO. Source: the OMol25 dataset; level of theory: the ωB97M-V functional and the def2-TZVPD basis.

Each line ends with the natural charge from an NBO analysis.
Geometry (Å):
C 2.01 1.43 -0.28  -0.9260
C -0.41 1.56 0.19  -0.0689
N -0.52 0.28 0.47  -0.3520
C 0.50 -0.60 0.81  -0.2556
C -0.33 -0.87 -0.40  -0.1009
C -1.49 -1.85 -0.46  -0.0728
O -2.07 -2.09 0.80  -0.7059
H 2.12 2.34 0.31  0.2031
H 1.77 1.70 -1.31  0.2037
H 3.00 0.95 -0.31  0.2163
H -0.21 2.24 1.01  0.1979
H -0.89 1.95 -0.70  0.1923
H 1.47 0.35 0.34  0.2348
H 0.51 -1.20 1.72  0.2226
H 0.15 -0.66 -1.36  0.1939
H -2.23 -1.49 -1.19  0.1593
H -1.12 -2.82 -0.82  0.1888
H -2.27 -1.23 1.19  0.4693

E_LUMO (alpha / beta) = 0.0146 / 0.0146 Ha

***

Record 3
C5H11NO in the gas phase. Source: the OMol25 dataset; level of theory: the ωB97M-V functional and the def2-TZVPD basis.

Each line ends with the natural charge from an NBO analysis.
Geometry (Å):
C 1.82 -1.23 -0.35  -0.6632
C 0.37 -1.31 -0.69  -0.0464
C -1.86 -0.53 -0.36  -0.4983
N -0.52 -0.34 -0.54  -0.2285
C -0.07 1.05 -0.39  -0.2465
C 0.03 1.44 1.08  -0.0660
O -1.22 1.46 1.72  -0.7293
H 2.31 -0.30 -0.68  0.2131
H 2.36 -2.06 -0.82  0.2296
H 1.99 -1.31 0.74  0.2139
H -0.07 -2.29 -0.87  0.1884
H -2.19 -1.56 -0.40  0.1872
H -2.50 0.24 -0.78  0.1891
H 0.88 1.19 -0.91  0.2122
H -0.82 1.68 -0.88  0.2209
H 0.74 0.76 1.58  0.1573
H 0.45 2.46 1.14  0.1855
H -1.69 0.65 1.42  0.4810

E_LUMO = 0.0297 Ha

***

Record 4
2 unconnected molecules or ions with the total composition C5H11NO in a non-equilibrium geometry. Source: the OMol25 dataset; level of theory: the ωB97M-V functional and the def2-TZVPD basis.

Each line ends with the natural charge from an NBO analysis.
Geometry (Å):
C -0.12 2.02 1.34  -0.4992
C -0.55 0.98 0.70  0.1198
C -0.94 0.01 -0.07  -0.3470
C -2.26 0.06 -0.82  -0.0775
O -3.30 -0.58 -0.10  -0.7091
H 0.51 2.76 0.87  0.2298
H -0.35 2.19 2.38  0.2268
H -0.55 -1.00 0.07  0.2328
H -2.18 -0.48 -1.76  0.1893
H -2.52 1.11 -1.03  0.1688
H -3.41 -0.13 0.75  0.4672
C 2.42 -1.54 -0.28  -0.4095
N 2.23 -0.15 -0.66  -0.8376
H 3.40 -1.66 0.16  0.1938
H 1.65 -1.90 0.43  0.1545
H 2.36 -2.15 -1.18  0.1885
H 2.40 0.45 0.14  0.3484
H 1.20 0.01 -0.93  0.3602

E_LUMO = 0.0294 Ha

***

Record 5
2 unconnected molecules or ions with the total composition C5H11NO. Source: the OMol25 dataset; level of theory: the ωB97M-V functional and the def2-TZVPD basis.

Each line ends with the natural charge from an NBO analysis.
Geometry (Å):
C -1.90 1.76 -1.43  -0.4052
N -1.03 1.65 -0.28  -0.5587
C -1.18 1.13 0.80  0.8745
O -1.22 0.65 1.87  -0.5221
H -1.73 0.92 -2.12  0.2068
H -1.68 2.69 -1.95  0.2119
H -2.94 1.75 -1.11  0.1999
C 1.85 -0.34 1.17  -0.6134
C 1.16 -0.64 -0.16  -0.4130
C 0.19 -1.81 -0.02  -0.6144
H 1.12 -0.19 1.98  0.2119
H 2.49 0.54 1.13  0.2069
H 2.47 -1.20 1.46  0.1998
H 0.66 0.25 -0.54  0.2087
H 1.92 -0.88 -0.92  0.1936
H 0.75 -2.72 0.19  0.2036
H -0.50 -1.65 0.81  0.2075
H -0.40 -1.98 -0.93  0.2018

E_LUMO = 0.0271 Ha

***

Record 6
C5H11NO in the gas phase in a non-equilibrium geometry. Source: the OMol25 dataset; level of theory: the ωB97M-V functional and the def2-TZVPD basis.

Each line ends with the natural charge from an NBO analysis.
Geometry (Å):
C -2.17 -0.04 0.36  -0.7037
C -0.81 -0.59 -0.07  0.5571
O -0.75 -1.64 -0.74  -0.5995
C 0.34 -0.20 0.79  -0.2599
C 1.53 -1.11 0.76  -0.6302
C 0.37 1.13 -0.35  -0.2482
N 1.12 0.75 -1.53  -0.8457
H -2.88 -0.86 0.48  0.2445
H -2.52 0.62 -0.43  0.2241
H -2.14 0.55 1.27  0.2150
H 0.06 0.14 1.79  0.2217
H 1.25 -2.08 1.17  0.2265
H 1.83 -1.30 -0.27  0.2483
H 2.36 -0.68 1.31  0.2097
H 0.99 1.85 0.21  0.2113
H -0.51 1.75 -0.56  0.1951
H 0.56 0.14 -2.12  0.3666
H 1.38 1.56 -2.07  0.3676

E_LUMO = 0.0321 Ha

***

Record 7
C5H11NO in the gas phase. Source: the OMol25 dataset; level of theory: the ωB97M-V functional and the def2-TZVPD basis.

Each line ends with the natural charge from an NBO analysis.
Geometry (Å):
C -2.08 -0.36 -0.82  -0.6179
C -1.48 -0.33 0.58  -0.2129
N -0.02 -0.38 0.59  -0.4384
C 0.67 0.65 1.35  -0.2548
C 0.73 0.63 -0.13  -0.1140
C 1.98 0.10 -0.81  -0.0630
O 2.56 -0.94 -0.06  -0.7211
H -3.17 -0.36 -0.76  0.2166
H -1.75 -1.24 -1.38  0.2125
H -1.79 0.53 -1.39  0.2008
H -1.84 0.57 1.12  0.1690
H -1.84 -1.20 1.14  0.1995
H 0.04 1.41 1.82  0.1895
H 1.53 0.33 1.93  0.2143
H 0.18 1.40 -0.67  0.1992
H 1.73 -0.24 -1.83  0.1583
H 2.73 0.90 -0.90  0.1796
H 1.81 -1.47 0.26  0.4826

E_LUMO = 0.0403 Ha

***

Record 8
C5H11NO in the gas phase in a non-equilibrium geometry. Source: the OMol25 dataset; level of theory: the ωB97M-V functional and the def2-TZVPD basis.

Each line ends with the natural charge from an NBO analysis.
Geometry (Å):
O 0.97 -1.84 2.04  -0.7318
C 1.52 -0.92 1.05  -0.0681
C 0.40 -0.08 0.46  -0.0546
C -0.68 -0.81 -0.30  -0.4381
C -1.49 0.49 -0.76  -0.4002
C -0.41 1.54 -1.18  -0.2269
N 0.78 1.09 -0.46  -0.6394
H 0.49 -2.58 1.68  0.4716
H 2.09 -1.37 0.24  0.1719
H 2.20 -0.25 1.61  0.1824
H -0.10 0.46 1.41  0.1641
H -1.32 -1.44 0.28  0.2201
H -0.36 -1.29 -1.24  0.2112
H -2.20 0.36 -1.67  0.2071
H -2.18 0.81 0.07  0.2036
H -0.24 1.47 -2.29  0.1730
H -0.67 2.55 -1.05  0.1934
H 1.20 1.81 0.13  0.3607

E_LUMO = 0.0367 Ha

***

Record 9
2 unconnected molecules or ions with the total composition C5H11NO in a non-equilibrium geometry. Source: the OMol25 dataset; level of theory: the ωB97M-V functional and the def2-TZVPD basis.

Each line ends with the natural charge from an NBO analysis.
Geometry (Å):
C 1.45 1.77 -2.12  -0.3972
C 0.62 1.10 -1.34  -0.1725
C 1.12 0.35 -0.11  -0.2575
N 0.04 -0.35 0.56  -0.6859
C 0.22 -1.70 0.95  -0.0257
C -0.32 -2.70 0.26  -0.3697
H 1.07 2.45 -2.88  0.2003
H 2.52 1.76 -1.99  0.1922
H -0.45 1.28 -1.27  0.1964
H 1.71 1.05 0.50  0.1852
H 1.85 -0.39 -0.41  0.2076
H -0.56 0.28 1.06  0.3691
H 1.14 -1.98 1.47  0.1658
H -1.10 -2.65 -0.49  0.1974
H -0.18 -3.72 0.64  0.1920
O -3.35 1.35 1.92  -0.9232
H -2.69 0.75 2.28  0.4616
H -3.09 1.34 0.99  0.4642

E_LUMO = 0.0281 Ha

***

Record 10
C5H11NO in the gas phase in a non-equilibrium geometry. Source: the OMol25 dataset; level of theory: the ωB97M-V functional and the def2-TZVPD basis.

Each line ends with the natural charge from an NBO analysis.
Geometry (Å):
C -1.25 1.52 0.86  -0.6376
C -1.42 0.50 -0.26  -0.2093
N -0.20 -0.20 -0.69  -0.5191
C 0.50 0.42 -1.82  -0.4031
C 0.65 -0.61 0.36  0.7177
C 0.35 -1.99 0.84  -0.7104
O 1.62 0.00 0.73  -0.5558
H -1.14 1.00 1.81  0.2066
H -0.41 2.21 0.74  0.2208
H -2.14 2.15 0.92  0.2157
H -1.90 0.91 -1.15  0.2035
H -2.11 -0.24 0.11  0.1910
H 1.54 0.11 -1.81  0.2179
H 0.45 1.52 -1.76  0.1796
H 0.00 0.17 -2.75  0.1948
H -0.73 -2.00 1.03  0.2189
H 0.61 -2.72 0.08  0.2425
H 0.74 -2.23 1.83  0.2265

E_LUMO = 0.0351 Ha

***

The relative energy (zero: lowest compared OMol25 entry of this formula, charge and spin) results, record by record, are as follows: 79.2, 146.1, 74.8, 75.6, 23.1, 53.4, 47.0, 43.6, 75.2, 27.8 kcal/mol.